The ion C3H6N4 with charge +2 in a non-equilibrium geometry, computed with ωB97M-V with the def2-TZVPD basis set.

Calculated values
* <S²>: 2.0147
* energy: -9143.133 eV
* multiplicity: 3
* energy relative to the best compared isomer or geometry (same formula, charge and spin): 49.3 kcal/mol
* charge: +2

Last columns: bonded neighbours and bond lengths (Å).
Geometry (Å):
1 C -1.593 -1.212 0.068  N5 1.276, N6 1.378, H8 1.094
2 C 0.325 0.150 0.010  C3 1.437, N6 1.337, N7 1.400
3 C 1.736 0.418 -0.004  C2 1.437, H9 1.095, H10 1.107, H11 1.095
4 N -1.823 1.124 -0.093  N5 1.478, N7 1.248
5 N -2.406 -0.230 0.009  C1 1.276, N4 1.478
6 N -0.231 -1.062 -0.075  C1 1.378, C2 1.337, H12 1.032
7 N -0.589 1.208 0.071  C2 1.400, N4 1.248, H13 1.041
8 H -2.011 -2.211 0.227  C1 1.094
9 H 2.000 1.329 0.543  C3 1.095
10 H 2.103 0.615 -1.030  C3 1.107
11 H 2.352 -0.413 0.353  C3 1.095
12 H 0.357 -1.895 -0.235  N6 1.032
13 H -0.221 2.179 0.154  N7 1.041